Record 1
C5H12O | wB97M-V/def2-TZVPD

Calculated values
* energy relative to the best compared isomer or geometry (same formula, charge and spin): 2.881 eV
* total energy: -272.842779 a.u.
* gap between HOMO and LUMO: 10.52 eV
* total charge: 0
* 2S+1: 1
* lowest unoccupied orbital energy: 0.0361 Eh

XYZ file:
```
18
Properties=species:S:1:pos:R:3:forces:R:3:mulliken_charge:R:1
C -1.25601 -1.56776 0.58984 -0.969 1.155 0.174 -1.0305
C -0.97672 0.35197 0.41902 -0.168 -1.776 0.253 -1.1328
C 0.17805 0.95973 -0.38169 0.155 -0.829 -0.312 0.6221
C 1.32802 1.50612 0.48348 -0.051 -0.148 -0.046 -1.4270
C 0.66022 -0.21728 -1.27621 -0.185 0.917 -0.166 -0.7951
O 1.09143 -1.26005 -0.46863 -0.399 -0.213 0.458 -0.6555
H -0.77362 -2.57610 0.38184 0.392 1.613 -0.113 0.3919
H -2.12446 -1.60195 -0.04643 -0.569 -0.096 0.200 0.3178
H -1.49228 -1.62017 1.64687 -0.426 0.143 -0.009 0.3137
H -1.94733 0.61494 -0.01221 0.198 -0.198 0.296 0.3563
H -0.92998 0.54991 1.48516 -0.122 0.232 -0.079 0.4023
H -0.16379 1.72867 -1.09849 -0.212 -0.167 0.522 0.3562
H 1.58367 0.77289 1.25339 0.025 0.093 -0.068 0.3188
H 2.22967 1.66224 -0.12318 -0.210 -0.024 0.058 0.3597
H 1.09958 2.45966 0.97963 -0.160 -0.272 -0.163 0.3793
H 1.45117 0.16967 -1.92351 0.115 -0.398 -0.012 0.4523
H -0.20646 -0.53111 -1.89352 0.341 0.127 -0.076 0.2962
H 0.25202 -1.36325 0.10984 2.246 -0.158 -0.914 0.4744
```
Positions in Å, forces in eV/Å.



Record 2
C34H29FHfI2N4O6 | wB97M-V/def2-TZVPD

Calculated values
* energy relative to the best compared isomer or geometry (same formula, charge and spin): 0.000 eV
* total energy: -2726.486122 a.u.
* gap between HOMO and LUMO: 6.47 eV
* total charge: +2
* 2S+1: 1
* lowest unoccupied orbital energy: -0.1915 Eh

XYZ file:
```
77
Properties=species:S:1:pos:R:3:forces:R:3:mulliken_charge:R:1
Hf -0.46768 2.87405 -1.35985 1.438 -0.048 1.770 2.1604
C -2.83440 0.99961 -4.58516 0.356 0.001 0.484 -1.3509
C -2.28684 2.15018 -3.75307 -0.017 -0.030 0.093 1.0809
O -1.28613 1.82997 -3.02530 -0.175 0.192 -0.325 -0.4256
C -2.83767 3.46935 -3.71919 -0.425 -0.673 -0.107 1.0504
C -4.09763 3.61849 -4.35082 0.587 0.290 0.237 -1.1768
C -4.79858 4.76857 -4.34445 -0.147 0.677 -0.586 -0.8617
C -4.19602 5.90756 -3.78703 -0.398 -0.235 0.055 -0.4576
C -3.00173 5.79969 -3.12746 0.686 -0.458 0.239 -0.7800
C -2.29322 4.57356 -3.00889 -0.974 0.712 -0.201 0.8160
O -1.22240 4.50123 -2.24195 -0.065 -0.162 -0.562 -0.6263
H -2.05984 0.69751 -5.29329 -0.034 0.252 -0.187 0.3211
H -3.80685 1.09244 -5.09058 0.664 0.118 0.351 0.4576
H -2.83766 0.17037 -3.87658 -0.347 -0.121 -0.041 0.3214
H -4.50605 2.79706 -4.85957 -0.456 -0.867 -0.461 0.2116
H -5.73541 4.79928 -4.88691 -0.024 0.234 0.231 0.4051
H -4.70062 6.86560 -3.84755 0.103 -0.042 0.077 0.4102
H -2.58989 6.65801 -2.64199 0.301 0.348 0.232 0.4893
I 3.26525 3.46937 2.58280 -0.175 0.094 -0.392 0.0919
C 3.45055 3.45808 0.50913 -0.122 -0.669 -1.125 -0.7134
C 4.73940 3.46565 -0.06992 1.547 0.126 -0.028 0.0698
C 4.98947 3.32138 -1.41285 -0.894 0.228 -0.293 -0.4651
I 6.84311 3.55465 -2.30591 0.556 -0.035 0.483 0.1331
C 3.88165 3.18033 -2.31837 1.377 0.338 0.630 0.4628
C 3.95850 3.18469 -3.70346 0.939 -0.241 -1.117 -0.2521
C 2.83724 3.13960 -4.48310 -0.509 0.173 0.611 -1.1413
C 1.59583 3.06461 -3.85710 0.557 -0.453 0.783 -0.0764
N 1.51597 3.03319 -2.52023 -1.309 -0.087 -1.147 -0.2870
C 2.62701 3.13920 -1.76808 -0.872 0.217 1.138 0.1719
C 2.38939 3.25328 -0.35946 -0.626 -0.178 1.399 0.9306
O 1.12862 3.12436 0.07319 -0.407 0.174 -1.522 -0.6732
H 5.61894 3.59703 0.57344 -0.493 -0.005 -0.135 0.3258
H 4.94641 3.20110 -4.17898 -0.501 0.097 0.176 0.1993
H 2.87107 3.18975 -5.54037 0.191 -0.060 -0.800 0.4644
H 0.69772 2.93842 -4.44608 -0.176 0.184 0.208 0.4079
F 0.78218 -3.87440 -0.91016 -0.099 0.972 0.589 -0.3294
C 0.49741 -3.04192 0.14020 -0.729 -0.388 -0.077 0.0999
C 0.18664 -1.73220 -0.08386 -0.207 -0.083 -0.714 -0.7974
C -0.29312 -0.90572 0.94031 0.382 0.918 -1.656 0.7501
C -0.65011 0.46929 0.57813 -0.771 -0.757 1.924 1.6000
O -0.48958 0.84665 -0.59696 0.247 0.711 -1.741 -0.9816
C -1.28359 1.24109 1.58865 0.588 -0.710 -0.006 -0.2835
C -1.26976 0.73289 2.88709 0.468 -0.348 -1.237 -0.2857
N -0.75752 -0.48536 3.20634 -0.819 1.518 0.623 0.3425
C -0.49275 -0.78757 4.59741 1.501 -1.620 -0.143 0.0144
C -1.35730 -1.92107 5.13584 0.873 0.701 1.218 -0.6627
C -1.46523 -0.48994 5.64590 -0.711 -0.410 0.853 -0.9398
C -0.40087 -1.37016 2.22110 0.479 -0.661 0.244 -0.5089
C -0.05784 -2.71128 2.44442 -0.245 -0.076 1.440 -0.1936
C 0.33547 -3.57077 1.44474 0.437 0.686 0.156 -1.1633
N 0.73679 -4.86088 1.84767 -0.043 -0.608 -0.879 0.3079
C -0.25929 -5.79362 2.33393 -1.109 0.887 1.268 -0.3995
C 0.45147 -6.82065 3.20654 0.253 -0.974 -1.081 -0.8679
N 1.93415 -6.75418 2.98164 -0.831 0.313 0.065 -0.1420
C 2.21354 -6.76082 1.52472 -0.382 -1.062 0.110 -0.6809
C 1.62471 -5.52104 0.90605 0.903 0.707 0.061 -0.8705
C -1.94448 2.57737 1.32816 0.353 -0.644 1.090 0.3477
O -2.62750 2.96890 2.23175 -0.663 0.805 0.138 -0.6427
O -1.71717 3.19502 0.20183 -0.079 -0.357 -0.326 -0.8139
H 0.19855 -1.30262 -1.08615 0.175 -0.291 0.208 0.5796
H -1.67366 1.31073 3.69747 0.047 0.236 0.160 0.5950
H 0.60431 -0.81631 4.82775 -1.139 0.191 -0.253 0.3025
H -0.87466 -2.58936 5.86703 -0.411 0.156 -0.638 0.2926
H -2.09757 -2.32785 4.47577 -0.289 -0.048 -0.082 0.3538
H -1.13542 -0.37526 6.68069 0.251 0.214 -0.532 0.2999
H -2.33197 0.10700 5.44468 -0.359 0.066 -0.288 0.3158
H -0.10024 -3.09673 3.47851 0.147 0.212 -0.797 0.7016
H -0.87561 -6.28412 1.58052 0.191 0.024 -0.417 0.3264
H -0.97652 -5.24567 2.99507 0.537 -0.384 -0.607 0.3306
H 0.13887 -7.82673 2.96984 -0.078 -0.307 -0.072 0.3674
H 0.31294 -6.67373 4.23119 -0.356 0.356 1.613 0.4672
H 2.41566 -7.49408 3.47229 0.159 -0.368 0.147 0.3092
H 2.18012 -5.87397 3.41248 0.653 0.491 -0.091 0.3717
H 1.79067 -7.71384 1.16609 0.108 0.456 -0.038 0.3482
H 3.26786 -6.78170 1.38317 0.841 -0.171 -0.117 0.3710
H 1.22713 -5.70025 -0.06824 -0.671 -0.659 -0.422 0.5239
H 2.43575 -4.83238 0.69537 0.244 0.212 0.140 0.5498
```
Positions in Å, forces in eV/Å.



Record 3
C4H12 | wB97M-V/def2-TZVPD

Calculated values
* energy relative to the best compared isomer or geometry (same formula, charge and spin): 0.212 eV
* total energy: -159.577184 a.u.
* gap between HOMO and LUMO: 12.76 eV
* SMILES string: CC.CC
* total charge: 0
* 2S+1: 1
* lowest unoccupied orbital energy: 0.0442 Eh

XYZ file:
```
16
Properties=species:S:1:pos:R:3:forces:R:3:mulliken_charge:R:1
C 0.56441 1.27829 1.57373 0.923 0.218 0.019 -0.8193
C 1.27031 -0.09577 1.49748 -1.238 0.969 -0.791 -0.6901
H 1.27556 2.07013 1.31402 0.025 -0.097 -0.121 0.2791
H -0.23810 1.35249 0.84440 -0.291 0.026 0.239 0.2214
H 0.27236 1.55431 2.58634 -0.559 -0.290 -0.077 0.3033
H 1.85553 -0.06717 0.58220 0.735 -0.219 0.309 0.2074
H 0.53088 -0.86312 1.27290 0.009 -0.246 0.574 0.1834
H 1.79981 -0.27848 2.42030 0.443 -0.366 -0.135 0.3302
C -1.33915 -1.05771 -1.04703 0.205 -0.140 0.345 -0.6947
C -0.53399 -0.18665 -1.98785 0.440 0.631 -0.035 -0.8406
H -0.96722 -2.08232 -1.09406 -0.086 -0.049 0.004 0.2482
H -1.22145 -0.73199 -0.01606 0.014 0.052 0.105 0.1218
H -2.40811 -1.08551 -1.23399 -0.102 0.121 -0.292 0.3121
H -0.74119 0.88536 -1.94069 -0.500 -0.086 0.120 0.2827
H 0.53321 -0.21249 -1.74810 -0.029 -0.381 -0.039 0.2199
H -0.65285 -0.47939 -3.02358 0.009 -0.143 -0.226 0.3352
```
Positions in Å, forces in eV/Å.



Record 4
C28H52N7O | wB97M-V/def2-TZVPD

Calculated values
* energy relative to the best compared isomer or geometry (same formula, charge and spin): 17.979 eV
* total energy: -1555.740195 a.u.
* gap between HOMO and LUMO: 6.33 eV
* total charge: +1
* 2S+1: 1
* lowest unoccupied orbital energy: -0.1137 Eh

XYZ file:
```
88
Properties=species:S:1:pos:R:3:forces:R:3:mulliken_charge:R:1
C 3.77881 -1.97837 -0.01994 -0.610 0.117 -0.148 -0.9006
C 2.97196 -0.67290 -0.59760 0.055 0.398 0.737 0.2903
C 3.12585 -0.44069 -2.22607 -0.802 -0.065 0.243 -0.5587
C 4.14936 0.79075 -2.58335 0.133 0.106 0.389 -0.5958
C 3.37019 2.23965 -2.86729 0.285 -1.406 0.565 -0.7398
C 2.60916 2.68320 -1.48391 0.138 0.101 -0.330 0.1424
C 1.81389 4.11471 -1.55402 0.406 -0.247 1.266 -0.7489
C 0.83344 4.15679 -0.19979 0.733 0.352 -0.207 0.0878
C -0.55621 4.98503 -0.46327 -0.203 0.272 1.335 -0.7972
C -1.90140 4.06230 -0.61804 -1.826 -0.214 -2.404 0.3634
N -2.61103 4.28094 -1.94818 -1.870 -4.767 6.385 -0.4605
C -3.78233 3.33880 -1.75301 3.013 0.729 2.484 0.3101
N -4.81519 3.06996 -2.61873 0.465 0.232 -0.137 -0.0997
C -4.96609 3.73696 -4.00298 -0.198 2.284 -2.291 0.1568
C -5.09106 5.36902 -3.99382 -0.302 -1.990 -3.927 -0.2188
C -5.30796 6.10880 -5.47798 0.501 -4.905 0.138 -0.2746
C -5.34802 5.09358 -6.80619 0.455 -1.243 4.618 -0.3475
C -5.17658 3.49198 -6.50844 -0.037 2.240 1.540 -0.0719
N -4.98092 2.80977 -5.18410 -0.728 6.116 -0.082 -0.3866
N -3.68470 2.67862 -0.39400 -1.662 0.982 -3.551 -0.1947
N -2.56278 3.06183 0.32366 2.857 3.898 -4.413 0.3022
C -2.05811 2.70048 1.70636 -0.028 0.947 1.881 -0.0742
C -2.72983 1.36682 2.37027 -1.001 0.425 0.434 -1.0609
N -2.35284 0.05050 1.74899 -1.017 0.352 -2.377 0.3423
C -0.90814 -0.04027 1.32913 1.619 -1.421 0.353 -0.4089
C 0.07272 0.16716 2.66038 -0.329 -1.060 -0.021 -0.9884
C -3.32030 -0.42614 0.69342 1.228 -0.216 -4.670 0.3592
C -4.84447 -0.88964 1.20319 -0.189 0.961 0.597 -0.8640
O -2.96168 -0.51126 -0.61034 -2.117 0.349 8.039 -0.5422
H 3.04776 -2.91702 -0.06192 1.811 1.877 0.014 0.1907
H 4.07786 -1.79385 1.11798 -0.502 -0.503 -2.565 0.2425
H 4.72557 -2.15408 -0.70578 -1.880 0.210 1.665 0.2974
H 1.82361 -0.75071 -0.27998 2.417 0.117 -0.776 -0.3243
H 3.40299 0.27369 -0.01198 -0.960 -1.910 -1.431 0.1837
H 3.41413 -1.47367 -2.74690 -0.407 2.342 1.159 0.3708
H 2.05195 -0.17007 -2.63525 2.112 -0.504 0.663 0.2949
H 4.83321 0.96638 -1.62108 -1.190 -0.468 -2.241 0.3059
H 4.81312 0.49321 -3.51470 -1.312 0.762 1.975 0.2831
H 2.58809 2.00391 -3.71627 1.517 0.866 1.598 0.2909
H 4.19598 3.00674 -3.20431 -1.883 -1.355 0.612 0.3097
H 3.41271 2.79262 -0.61017 -1.719 -0.410 -1.841 0.2174
H 1.84726 1.81441 -1.18949 1.630 1.888 -0.629 -0.2744
H 2.62310 4.97223 -1.39558 -1.845 -1.732 -0.641 0.2494
H 1.21734 4.30722 -2.54244 1.102 -0.568 1.883 0.3792
H 0.66750 3.05016 0.19381 0.157 2.344 -0.888 -0.2662
H 1.45196 4.74177 0.61835 -1.420 -1.299 -1.515 0.3984
H -0.75066 5.71355 0.46192 0.283 -1.677 -1.887 0.3378
H -0.39920 5.72001 -1.38926 -0.874 -2.044 1.832 0.3681
H -5.52709 2.35314 -2.28866 1.291 1.325 -1.022 0.2638
H -5.03149 6.00545 -2.99673 -0.152 -1.651 -2.369 0.2579
H -5.43070 7.27472 -5.59129 0.305 -2.699 0.355 0.3167
H -5.51861 5.48586 -7.90984 0.437 -0.917 2.697 0.2905
H -5.20450 2.78156 -7.46831 0.109 1.585 2.603 0.3062
H -4.42359 2.01700 -0.07013 1.415 0.767 -0.076 0.2604
H -0.86624 2.71367 1.72442 -2.779 -0.293 -0.497 0.1159
H -2.36961 3.61329 2.41094 0.551 -2.030 -1.415 0.2642
H -2.47421 1.33529 3.52406 -0.359 0.337 -2.464 0.2859
H -3.90878 1.50762 2.29726 2.473 -0.367 0.241 0.4197
H -0.60334 0.62871 0.41851 -0.717 -1.001 1.713 0.2155
H -0.72158 -1.17033 0.99385 -0.516 2.585 0.580 0.4604
H 1.20923 -0.04996 2.39303 -2.502 0.756 0.374 0.2890
H -0.22594 -0.69447 3.43101 0.545 2.052 -1.582 0.2622
H -0.06463 1.20981 3.17916 0.450 -2.037 -1.030 0.2310
H -4.96746 -2.06318 1.24236 0.517 2.504 -0.357 0.3302
H -5.69554 -0.40605 0.52019 2.099 -1.277 1.183 0.2533
H -5.08419 -0.48522 2.30071 0.843 -0.943 -2.346 0.2809
C 1.88836 -3.87620 4.42486 0.028 -0.116 0.115 -1.3076
C 2.31972 -4.45035 3.07857 0.194 -0.162 0.188 0.1644
N 3.24279 -5.58430 3.18249 0.253 -0.015 -0.177 0.0842
C 3.86714 -5.94105 1.90257 0.114 0.284 0.161 -0.6061
C 2.95598 -6.45885 0.79513 -0.030 -0.200 -0.272 -1.0449
C 2.79040 -6.71840 3.99379 0.162 0.282 0.322 -0.6869
C 1.48580 -7.39630 3.59850 -0.183 -0.359 -0.028 -0.9354
H 2.75529 -3.59209 5.03188 -0.107 -0.119 -0.105 0.3310
H 1.28113 -2.97840 4.26906 0.045 -0.095 -0.033 0.2359
H 1.28034 -4.58401 4.99530 0.075 0.074 -0.014 0.3337
H 2.81709 -3.63731 2.53398 0.110 -0.313 -0.091 -0.0030
H 1.42447 -4.71019 2.50225 -0.190 0.055 -0.088 0.2188
H 4.66168 -6.67620 2.07955 -0.180 0.051 0.178 0.3433
H 4.38998 -5.05340 1.52282 -0.135 0.038 0.166 0.3606
H 2.63868 -7.48614 0.98140 -0.074 0.108 -0.026 0.3098
H 3.49988 -6.46276 -0.15504 -0.040 0.012 0.076 0.3833
H 2.06807 -5.83592 0.65823 0.052 -0.051 0.043 0.2479
H 2.69855 -6.37794 5.03248 -0.005 0.106 -0.155 0.3726
H 3.58641 -7.47568 4.03428 -0.040 0.287 -0.215 0.3437
H 0.69719 -6.68070 3.35632 0.042 -0.002 -0.006 0.2294
H 1.12562 -8.00884 4.43165 0.023 0.061 -0.081 0.3770
H 1.62362 -8.06676 2.74812 -0.127 0.119 0.020 0.2693
```
Positions in Å, forces in eV/Å.



Record 5
C5H6N | wB97M-V/def2-TZVPD

Calculated values
* energy relative to the best compared isomer or geometry (same formula, charge and spin): 4.372 eV
* total energy: -248.455038 a.u.
* gap between HOMO and LUMO: 9.11 eV
* SMILES string: C#CCC=[N+]=C
* total charge: +1
* 2S+1: 1
* lowest unoccupied orbital energy: -0.1903 Eh

XYZ file:
```
12
Properties=species:S:1:pos:R:3:forces:R:3:mulliken_charge:R:1
C -0.79309 0.02662 0.80231 1.325 2.595 -0.235 -0.0708
C 0.92117 1.40325 -0.23480 0.308 -0.679 1.278 -0.4303
C -0.62765 1.30462 0.00516 1.921 1.485 -3.836 -0.4453
C -0.58198 -2.17840 -0.24266 0.444 -3.927 0.347 -0.1582
C 2.13476 1.24720 -0.30291 -2.580 0.472 -0.466 -0.0269
N -0.70743 -1.06329 0.22638 -0.793 0.666 0.783 0.1313
H -0.57056 0.14529 1.86406 -0.590 -0.641 0.124 0.3760
H -1.05482 2.32894 0.22895 0.355 -1.625 0.871 0.3563
H -0.90488 1.21006 -1.10884 -0.319 -0.463 1.695 0.2653
H -1.38253 -2.96199 -0.27150 0.093 1.280 -0.403 0.2895
H 0.41646 -2.64788 -0.33674 -0.208 0.826 -0.471 0.2907
H 3.15055 1.18559 -0.62942 0.045 0.011 0.313 0.4223
```
Positions in Å, forces in eV/Å.



Record 6
C4H6F2S | wB97M-V/def2-TZVPD

Calculated values
* energy relative to the best compared isomer or geometry (same formula, charge and spin): 1.372 eV
* total energy: -753.860012 a.u.
* gap between HOMO and LUMO: 9.91 eV
* SMILES string: C[C@]1(S)CC1(F)F
* total charge: 0
* 2S+1: 1
* lowest unoccupied orbital energy: 0.0304 Eh

XYZ file:
```
13
Properties=species:S:1:pos:R:3:forces:R:3:mulliken_charge:R:1
C -0.92348 0.81762 -1.13256 0.918 1.525 -1.461 -0.7176
C -0.15661 -0.34902 -0.33831 -0.558 0.177 -2.819 0.5797
C -1.62248 -0.33809 -0.56742 -0.877 0.322 1.918 0.7383
C 0.39244 0.08374 0.95382 0.420 -4.121 0.219 -1.6757
F -2.35055 -0.14390 0.63025 0.235 -0.459 -1.820 -0.3071
F -2.25740 -1.20811 -1.39791 0.384 0.520 0.815 -0.2807
S 0.87851 -1.45084 -1.33736 -0.696 -0.148 -0.072 -0.2470
H -0.85584 1.86620 -0.65036 -0.575 -2.044 -0.637 0.2575
H -0.86416 0.86052 -2.30906 0.041 -0.311 2.588 0.2367
H 0.93030 0.91933 0.84407 2.080 3.152 -0.023 0.4092
H 0.95273 -0.70756 1.47687 0.629 0.072 -0.834 0.4284
H -0.33233 0.11762 1.66408 -2.591 1.177 1.805 0.4422
H -0.14924 -1.87485 -2.13062 0.591 0.139 0.321 0.1359
```
Positions in Å, forces in eV/Å.